(1)
Here is a 3-piece molecular cluster, C16H26FO8 overall from the Open Molecules 2025 dataset. Energies are from wB97M-V/def2-TZVPD.

Each line ends with the Mulliken charge.
Cartesian coordinates (Å):
1 F 3.80 2.24 1.16  -0.275
2 O -4.92 -4.14 1.52  -0.346
3 O -3.11 -2.87 1.62  -0.206
4 O -2.06 4.22 -1.81  -0.578
5 O -0.13 -1.23 0.54  -0.592
6 O -1.97 3.72 0.39  -0.368
7 O -5.13 -1.92 1.90  -0.528
8 O 0.61 0.42 -0.73  -0.264
9 O -2.52 2.14 -1.08  -0.425
10 C 1.87 2.11 -2.00  -1.009
11 C 4.97 1.40 -0.72  0.148
12 C 3.11 1.33 -2.49  -0.527
13 C -2.29 1.45 0.18  1.858
14 C 2.19 -0.68 0.79  -1.029
15 C -1.34 -4.32 0.84  -1.275
16 C -2.17 3.44 -0.92  0.626
17 C -3.26 0.31 0.34  -1.617
18 C -4.45 -2.88 1.71  0.623
19 C -2.63 -4.22 1.61  0.458
20 C 0.80 -0.51 0.22  0.846
21 C 5.17 2.32 0.49  -0.956
22 C 4.43 1.99 -2.07  -0.731
23 C -2.44 2.60 1.15  -0.465
24 C -3.83 -4.93 1.02  -0.521
25 C 1.34 1.68 -0.64  0.154
26 H -1.86 2.49 2.06  0.316
27 H 4.28 0.63 -0.39  -0.477
28 H -1.27 1.09 0.17  -0.794
29 H 5.14 3.36 0.10  -0.036
30 H -0.66 -3.52 1.15  0.197
31 H -3.28 -0.28 -0.57  0.367
32 H 2.14 1.61 0.10  0.146
33 H 2.18 -1.61 1.37  0.379
34 H -3.49 2.78 1.41  0.347
35 H -2.95 -0.34 1.16  0.362
36 H 1.06 2.00 -2.72  0.324
37 H 3.03 1.22 -3.58  0.384
38 H 3.07 0.31 -2.07  0.233
39 H 2.47 0.14 1.46  0.306
40 H -0.86 -5.28 1.00  0.411
41 H 5.18 1.86 -2.85  0.380
42 H 2.93 -0.77 0.00  0.284
43 H -3.95 -5.96 1.35  0.306
44 H 4.25 3.06 -1.91  0.311
45 H -1.51 -4.19 -0.23  0.346
46 H -3.84 -4.89 -0.07  0.315
47 H -2.48 -4.54 2.64  0.249
48 H 2.10 3.18 -1.91  0.503
49 H 5.92 0.89 -0.94  0.483
50 H -4.27 0.66 0.55  0.327
51 H 0.62 2.43 -0.29  0.030

Results
LUMO level   2.19 eV
Net charge   -1
HOMO-LUMO gap   4.11 eV
Relative energy (zero: lowest compared OMol25 entry of this formula, charge and spin)   0.0000 eV



(2)
Here is C16H26GaGe2SbSe4 as an isolated structure from the Open Molecules 2025 dataset. Energies are from wB97M-V/def2-TZVPD.

Each line ends with the Mulliken charge.
Cartesian coordinates (Å):
1 Sb 1.46 -2.54 -2.11  0.499
2 Se 2.39 -0.32 -0.86  -0.339
3 Se 1.07 -1.85 -4.37  -0.515
4 Se 2.52 -4.37 -0.97  -0.509
5 Se -0.92 -2.23 -0.86  -0.340
6 Ge -0.35 0.60 2.13  -0.160
7 Ge -1.13 1.95 0.02  -0.324
8 Ga 0.27 -0.47 -0.14  1.101
9 C -3.84 6.62 1.70  -0.479
10 C -2.80 4.82 2.89  -0.513
11 C -2.54 1.10 -1.17  -0.435
12 C -3.49 6.03 0.50  -1.126
13 C -0.03 4.12 -1.73  -1.234
14 C -1.77 -1.00 4.14  -1.299
15 C -3.55 2.08 -1.74  -1.237
16 C 0.32 2.75 -1.17  -0.437
17 C -1.71 2.95 1.67  -0.327
18 C -2.79 4.83 0.50  0.371
19 C 1.59 0.52 2.73  -0.469
20 C 1.75 1.04 4.14  -1.295
21 C -1.24 -1.12 2.72  -0.470
22 C -3.49 6.01 2.89  -0.750
23 C -1.29 2.22 2.71  0.219
24 C -2.44 4.20 1.69  0.243
25 H 0.76 4.45 -2.41  0.395
26 H 1.14 0.46 4.84  0.264
27 H -2.51 -0.20 4.19  0.338
28 H 1.93 -0.52 2.65  0.382
29 H -2.01 0.60 -2.00  0.416
30 H -3.75 6.49 -0.45  0.401
31 H -2.52 4.37 -0.44  0.411
32 H -4.38 7.56 1.70  0.400
33 H 1.43 2.08 4.19  0.337
34 H -4.13 2.53 -0.93  0.332
35 H -2.24 -1.93 4.46  0.378
36 H -2.07 -1.35 2.05  0.425
37 H 2.78 0.99 4.46  0.376
38 H -0.97 -0.76 4.83  0.266
39 H -3.76 6.48 3.83  0.400
40 H -4.22 1.57 -2.42  0.397
41 H -1.44 2.49 3.75  0.611
42 H -3.07 0.32 -0.60  0.436
43 H 2.21 1.12 2.05  0.427
44 H -3.04 2.87 -2.29  0.261
45 H -0.96 4.08 -2.29  0.259
46 H -2.54 4.36 3.84  0.341
47 H 0.49 2.04 -1.99  0.414
48 H -0.51 -1.94 2.65  0.390
49 H 1.26 2.82 -0.60  0.438
50 H -0.12 4.85 -0.93  0.332

Results
LUMO level   -1.24 eV
Net charge   0
HOMO-LUMO gap   6.43 eV



(3)
Here is C16H26N2O2 as an isolated structure from the Open Molecules 2025 dataset. Energies are from wB97M-V/def2-TZVPD.

Each line ends with the Mulliken charge.
Cartesian coordinates (Å):
1 O 1.69 -0.56 -4.50  -0.391
2 O 2.10 -1.43 0.03  -0.543
3 N -2.41 -0.31 3.32  0.006
4 N -0.01 0.89 1.35  1.127
5 C -0.17 1.01 2.77  -1.373
6 C 0.93 1.35 -3.17  -1.264
7 C 1.09 1.13 0.81  -1.212
8 C 1.63 -0.58 -1.09  0.190
9 C 2.31 -2.24 -2.68  -2.134
10 C 1.02 1.77 -1.82  -0.212
11 C 1.54 0.42 -5.66  -1.043
12 C 1.38 0.99 -0.77  -0.174
13 C 1.83 -0.97 -2.43  1.088
14 C -1.31 1.38 0.51  -0.871
15 C 0.83 -2.11 0.47  -1.238
16 C 1.51 0.02 -3.36  1.231
17 C -2.91 -1.11 4.26  -1.227
18 C -2.55 -0.10 2.00  -0.228
19 C -0.84 0.07 3.56  -1.153
20 C -2.39 1.20 1.25  -1.349
21 H 0.56 -2.60 -0.24  0.657
22 H 0.15 -1.17 0.93  0.220
23 H 0.34 0.75 -5.65  0.303
24 H 1.33 2.50 0.86  0.344
25 H 0.72 2.72 -1.63  0.611
26 H -3.92 -1.20 4.19  0.433
27 H 0.89 2.13 -3.94  0.338
28 H 2.17 1.16 -5.82  0.453
29 H -0.66 2.06 3.02  0.290
30 H -2.63 -1.94 3.85  0.587
31 H -2.30 -1.01 1.39  0.232
32 H -3.17 1.42 0.61  0.467
33 H 2.53 -2.69 -1.88  0.873
34 H 1.38 -2.58 1.32  0.261
35 H -2.47 -0.83 5.19  0.250
36 H -3.68 -0.59 2.09  0.327
37 H 2.21 0.83 1.28  0.240
38 H 0.75 1.15 3.04  0.817
39 H -0.71 0.22 4.51  0.727
40 H -0.41 -0.90 3.14  0.305
41 H 3.30 -2.36 -3.40  0.237
42 H -0.94 2.46 0.40  0.337
43 H -2.70 1.91 2.07  0.419
44 H 1.58 -2.99 -3.26  0.201
45 H 1.63 -0.20 -6.50  0.315
46 H -1.22 0.92 -0.39  0.531

Results
LUMO level   0.77 eV
Net charge   0
HOMO-LUMO gap   8.24 eV
Relative energy (zero: lowest compared OMol25 entry of this formula, charge and spin)   17.0903 eV



(4)
Here is C16H26N2O2SeSiV as an isolated structure from the Open Molecules 2025 dataset. Energies are from wB97M-V/def2-TZVPD.

Each line ends with the Mulliken spin population.
Cartesian coordinates (Å):
1 Se 1.96 -0.16 -1.78  -0.050
2 V -0.15 0.35 -0.83  1.984
3 Si 3.42 -0.56 -0.05  0.012
4 O -1.27 0.66 -2.50  0.014
5 O -0.23 1.48 0.62  0.006
6 N -1.40 -2.31 2.05  0.005
7 N -0.61 -1.27 0.31  -0.099
8 C -1.22 -1.10 1.48  0.062
9 C -1.45 2.57 2.30  -0.006
10 C -0.88 -3.28 1.21  0.001
11 C -1.09 1.39 1.65  0.004
12 C -0.22 2.85 -2.51  0.009
13 C -0.39 -2.63 0.14  0.041
14 C 3.18 0.73 1.28  -0.001
15 C -1.61 0.16 2.09  0.002
16 C -1.42 2.05 -2.94  0.001
17 C -2.87 1.33 3.80  -0.004
18 C -2.32 2.54 3.36  0.004
19 C -2.51 0.16 3.17  0.006
20 C -2.31 -0.18 -3.07  -0.014
21 C 3.16 -2.27 0.67  0.001
22 C -2.06 -1.63 -2.74  0.028
23 C 5.10 -0.42 -0.85  -0.002
24 H 5.20 -1.11 -1.69  -0.001
25 H -0.91 -4.32 1.47  0.000
26 H 0.12 -3.00 -0.73  -0.002
27 H 5.28 0.59 -1.22  0.000
28 H 3.33 1.74 0.89  0.001
29 H -0.12 2.91 -1.42  -0.003
30 H 3.94 -2.49 1.39  0.001
31 H -2.60 3.46 3.86  0.000
32 H -2.75 -2.25 -3.32  0.001
33 H -0.34 3.88 -2.85  0.000
34 H -3.27 0.17 -2.69  -0.003
35 H 3.91 0.57 2.08  -0.001
36 H -2.23 -1.85 -1.69  0.002
37 H 3.19 -3.04 -0.11  0.000
38 H -2.96 -0.76 3.51  0.001
39 H -1.02 3.50 1.95  0.000
40 H -1.05 -1.92 -3.02  -0.001
41 H -3.56 1.31 4.63  0.000
42 H -2.28 -0.01 -4.15  0.000
43 H -2.35 2.43 -2.52  -0.003
44 H 0.71 2.46 -2.94  0.001
45 H -1.79 -2.47 2.96  -0.001
46 H -1.51 2.02 -4.03  0.001
47 H 2.20 -2.34 1.18  0.001
48 H 2.18 0.69 1.72  0.003
49 H 5.88 -0.65 -0.12  0.000

Results
Spin multiplicity   3
LUMO level (alpha / beta)   -3.34 / -2.85 eV
Net charge   +1
HOMO-LUMO gap (alpha / beta)   7.75 / 8.54 eV
Relative energy (zero: lowest compared OMol25 entry of this formula, charge and spin)   0.0000 eV



(5)
Here is one molecule with the formula C16H26N2O4S from the Open Molecules 2025 dataset. Energies are from wB97M-V/def2-TZVPD.

Each line ends with the Mulliken charge.
Cartesian coordinates (Å):
1 S 0.99 2.06 2.08  1.116
2 O 0.94 2.44 -3.57  -0.632
3 O -1.31 2.42 -3.70  -0.339
4 O 2.05 3.02 2.04  -0.706
5 O 0.04 2.09 3.14  -0.680
6 N 1.70 0.58 2.08  -0.241
7 N 0.62 2.28 -0.66  0.050
8 C 2.04 2.40 -0.91  -1.053
9 C 0.63 -1.19 0.71  -0.629
10 C -1.05 1.15 -5.76  -1.089
11 C -0.83 -1.54 0.39  -0.365
12 C 0.57 -2.75 3.56  -0.746
13 C -0.37 2.28 -1.60  0.312
14 C -1.31 2.07 0.43  -0.689
15 C -1.59 2.15 -0.94  -0.564
16 C 0.85 -0.60 2.11  -0.045
17 C -1.24 2.52 -5.12  -0.245
18 C 0.25 -3.79 2.48  -0.686
19 C 1.47 -1.60 3.11  -1.434
20 C -1.14 -3.67 1.84  -0.916
21 C -1.61 -2.26 1.48  -0.808
22 C -0.14 2.39 -3.03  0.434
23 C 0.06 2.16 0.56  0.003
24 H -2.19 2.96 -5.42  0.315
25 H -1.36 -0.61 0.16  -0.030
26 H 1.10 -3.25 4.37  0.342
27 H 0.31 -4.79 2.92  0.397
28 H -1.07 1.24 -6.84  0.380
29 H 2.55 0.51 1.55  0.319
30 H -1.85 0.47 -5.44  0.295
31 H 1.75 -1.02 3.99  0.361
32 H -0.09 -0.22 2.52  0.732
33 H -2.65 -2.35 1.14  0.463
34 H 2.47 1.42 -1.14  0.276
35 H -1.87 -4.08 2.55  0.367
36 H 2.39 -2.00 2.67  0.293
37 H -0.84 -2.15 -0.52  0.445
38 H 2.52 2.81 -0.02  0.470
39 H -0.35 -2.36 3.98  0.486
40 H 1.26 -2.07 0.58  0.694
41 H -1.16 -4.29 0.95  0.330
42 H -2.00 1.98 1.24  0.612
43 H -0.41 3.18 -5.39  0.310
44 H 1.02 -3.76 1.71  0.364
45 H 2.20 3.05 -1.77  0.425
46 H 0.95 -0.46 -0.03  0.168
47 H -1.64 -1.64 2.38  0.267
48 H -2.55 2.12 -1.41  0.565
49 H -0.10 0.72 -5.46  0.306

Results
LUMO level   0.55 eV
SMILES   CCOC(=O)c1ccc(S(=O)(=O)NC2CCCCCCC2)n1C
Net charge   0
HOMO-LUMO gap   9.59 eV
Relative energy (zero: lowest compared OMol25 entry of this formula, charge and spin)   1.9273 eV